A:
Molecular formula: C41H54F3N7PbSSi4Te
Method: DFT, ωB97M-V/def2-TZVPD

Values from the calculation:
**Orbital gap**: 5.1151 eV

```
! wB97M-V def2-TZVPD RIJCOSX def2/J DEFGRID3
* xyz -2 1
H -4.131 5.421 -3.114
C 3.058 2.146 3.167
H 1.398 1.336 -8.530
H 0.540 -3.234 -4.112
C -4.665 2.095 1.984
H -0.370 1.146 4.173
H -2.836 3.652 4.840
H -3.024 1.275 0.897
C 3.368 -0.729 -6.902
H -4.527 -0.017 -0.763
C 2.710 -0.793 -5.688
H 5.786 -1.314 3.317
H 3.832 2.080 2.380
Si 2.176 -1.222 2.831
H 1.911 -4.923 -5.402
Te 0.457 -2.915 2.114
C -4.903 4.768 -1.313
H 3.357 -4.170 1.286
H -6.097 -1.207 0.685
C -1.975 -4.720 -5.727
H -3.033 -4.594 -5.958
C 4.236 -3.697 1.657
Si 2.542 -1.591 5.153
H 3.514 -0.403 7.147
H 3.393 0.041 -8.936
C 1.054 0.719 -6.565
H -5.494 3.957 0.512
Si 1.645 1.036 2.521
H 5.067 -4.154 1.128
N -3.975 2.950 2.713
F -3.260 -3.172 -1.080
H 3.453 -3.807 4.816
C 1.698 0.723 -7.749
H 3.514 2.011 4.128
C 1.050 -2.230 6.018
H 3.097 -1.359 -4.815
C -2.211 -3.477 -0.200
C -3.218 2.480 -1.556
H 6.351 -1.364 1.398
C -0.038 5.319 2.957
H 3.746 -2.302 -1.089
C 5.658 -1.061 2.021
H -6.153 2.028 3.498
Pb -1.643 -1.317 0.628
H 0.771 1.303 0.283
H -1.649 -2.318 -3.498
C 3.271 -0.168 6.095
C -3.160 3.619 -2.436
H -7.169 -0.170 2.748
H 5.464 0.112 2.015
H -2.391 3.478 -3.271
N -2.035 -2.926 -4.188
C 3.710 -1.436 -0.358
C 0.012 1.576 3.259
C -6.310 0.354 2.131
C -4.038 4.617 -2.343
H -0.964 4.809 6.133
H 4.137 0.147 5.518
N -0.204 0.602 -3.878
H 3.433 -3.389 6.580
C -1.172 -5.632 -6.442
C -1.005 4.728 2.285
C 1.697 1.596 0.699
H -0.743 1.465 2.444
F -1.327 -4.190 -0.976
S -0.325 -1.130 -1.723
C 0.195 -5.676 -6.401
H -2.815 -2.559 -4.751
C 0.023 5.448 4.331
C -0.783 0.273 -2.781
H 4.313 -3.793 2.709
C -4.068 2.660 -0.418
C -1.299 -3.875 -4.828
H 2.575 0.747 6.135
N -2.846 3.287 2.141
H 2.966 3.229 3.184
N 0.857 -0.179 -4.291
C -5.826 1.552 2.574
C 0.819 -4.871 -5.434
C -4.970 3.778 -0.407
H 2.586 1.323 0.172
Si 3.995 -1.788 1.432
H 0.106 -1.685 5.890
F -2.734 -4.422 0.664
H 0.788 5.794 2.368
H -1.565 -6.307 -7.141
C 2.879 -0.008 -7.927
H 1.120 -0.800 -3.599
C -2.005 4.136 4.371
C 3.610 -3.000 5.584
H 4.631 -2.762 5.422
H 1.348 -2.315 7.094
C -4.768 0.331 0.247
H 4.211 -1.352 -7.089
N -1.734 1.259 -2.636
H 1.590 2.706 0.714
H 0.182 2.627 3.432
H -0.891 4.656 1.157
N -2.389 1.335 -1.561
H 0.865 -3.276 5.708
H 4.245 -0.570 -0.632
C -5.763 -0.221 0.924
H -5.540 5.648 -1.270
C -2.094 4.106 2.956
C -4.064 1.561 0.685
H 0.802 -6.353 -6.950
H 2.670 -1.033 -0.574
C 0.101 -4.021 -4.652
C 1.533 -0.109 -5.495
C -0.992 4.847 4.995
H 0.156 1.283 -6.380
H 0.916 5.926 4.787
*
```

Here are the Mulliken charges for atoms 1 to 6, given in e: H 0.2643; C -1.2278; H 0.4300; H 0.3632; C -0.7103; H 0.5244

B:
Molecular formula: C41H54F3N7PbSSi4Te
Method: DFT, ωB97M-V/def2-TZVPD

Values from the calculation:
**Orbital gap**: 5.7726 eV

```
! wB97M-V def2-TZVPD RIJCOSX def2/J DEFGRID3
* xyz -2 1
H -4.171 8.544 -3.062
H -2.598 -0.484 3.418
H 7.088 -2.387 -0.666
C -2.263 6.430 -1.245
C -5.515 1.388 -2.160
C -3.266 -1.039 2.754
Te 2.480 -0.502 -0.025
H -2.811 -1.669 -1.358
F -1.387 1.966 3.194
C -0.948 2.170 -3.114
H -1.944 9.208 -4.007
H 0.036 7.976 -3.184
C -2.087 -2.439 -1.594
C -3.941 -0.334 1.762
C -0.937 -2.018 -2.279
C 4.222 -4.152 -0.653
C -4.874 -2.405 0.963
C -3.430 -2.411 2.881
H 3.590 -4.962 3.596
C -4.265 1.798 -1.714
H 1.384 0.662 -5.019
H -4.365 6.785 -1.352
C -3.395 7.116 -1.722
H 0.436 -2.032 4.149
C -3.113 1.453 -2.440
H 0.124 -3.718 4.545
N -1.879 1.979 -2.035
C -2.026 8.445 -3.237
Si 4.143 -0.379 3.523
H 4.938 2.011 3.344
H -2.401 0.361 -4.181
H 5.687 -1.895 4.866
C 0.954 2.788 -5.131
H -2.935 -2.923 3.694
C -3.264 8.086 -2.696
H 3.451 0.867 5.583
C -0.205 1.301 2.857
H 6.251 -3.655 2.820
H -4.341 -4.179 2.094
C -4.490 0.226 -3.993
N -2.395 5.429 -0.298
H 2.963 -0.830 5.731
F 0.787 2.128 3.309
C -4.732 -1.036 0.844
H -5.505 -2.955 0.242
H 5.669 -1.350 -1.000
H 2.018 0.257 4.755
H 1.015 -4.289 0.396
H 3.483 -4.892 -0.335
C -0.113 1.162 -3.681
H 0.661 -4.946 -2.564
N -1.169 4.766 0.057
C 3.040 0.001 5.028
N -0.042 -0.246 -3.366
C -3.255 0.656 -3.594
N -3.827 1.040 1.654
C 0.060 -2.921 -2.617
C 6.217 -1.893 -0.224
C -1.295 -4.693 -1.687
H -6.433 1.652 -1.637
Pb -0.422 0.577 0.511
H -4.590 -0.384 -4.879
H 3.725 -3.470 -1.345
H -5.170 -0.472 0.043
F -0.250 0.227 3.748
N -0.908 -0.622 -2.596
H 1.713 2.971 -5.893
C 0.919 -2.999 4.234
H -1.349 -5.760 -1.457
H 5.511 -5.107 2.111
H 6.571 -1.029 3.600
H -0.303 -4.444 1.575
C 0.807 1.504 -4.666
Si 5.011 -3.060 0.745
H 6.111 -0.195 5.088
C 5.792 -0.933 4.349
H -0.138 6.284 -1.443
C 2.696 -5.130 2.994
H 1.647 -2.936 5.055
C -0.717 3.491 -3.547
C -2.250 -3.787 -1.310
Si 1.814 -3.463 2.599
H 2.078 -5.803 3.606
H 0.948 -2.557 -3.126
C -0.144 -4.255 -2.292
C -1.071 3.611 -0.531
H 6.566 -1.108 0.439
H 5.251 1.132 1.856
N -2.098 3.103 -1.220
H 7.051 -4.470 1.462
H 0.134 -2.872 0.894
H -3.961 1.442 0.760
H 5.008 -4.680 -1.210
H -1.263 4.264 -3.014
C 6.084 -4.180 1.887
H 2.990 -5.657 2.061
H -4.138 2.460 -0.885
H -6.613 0.344 -3.659
C -0.922 7.793 -2.739
S 0.503 2.830 -0.279
H 0.270 4.809 -4.862
H -3.098 1.495 2.180
H -3.094 4.765 -0.591
C -4.238 -3.126 2.002
C 0.160 3.767 -4.573
C 4.542 1.276 2.651
C -1.023 6.804 -1.786
C 0.534 -3.816 1.268
C -5.643 0.614 -3.309
Si 3.335 -1.851 1.844
H 3.646 1.684 2.186
H -3.098 -4.092 -0.725
*
```

Here are the Mulliken charges for atoms 1 to 6, given in e: H 0.3151; H 0.3077; H 0.3600; C 0.2855; C -0.8371; C -0.2157

It is A that is the least stable of them.

A:
Molecular formula: C27H50AuOP2
Method: DFT, ωB97M-V/def2-TZVPD

Values from the calculation:
**Orbital gap (alpha / beta)**: 4.3873 / 4.2691 eV
**⟨S²⟩**: 2.027

```
! wB97M-V def2-TZVPD RIJCOSX def2/J DEFGRID3
* xyz 1 3
Au 2.153 1.777 -2.065
H -3.688 3.184 3.084
H 2.575 -2.371 1.492
H -3.168 -0.897 0.024
H 1.853 1.149 3.237
H 1.485 0.573 4.884
H 4.542 0.086 -1.921
C 2.092 2.810 -3.891
H -4.531 0.343 3.099
C -0.778 1.846 2.991
H -1.305 2.489 -2.487
C 4.493 1.832 -3.215
H -0.037 3.814 3.357
C -3.794 -0.221 3.679
C -2.469 0.427 3.573
H -1.294 -4.530 2.885
C -3.164 2.577 2.332
H -0.541 3.507 1.669
H 2.560 -1.260 -5.209
H 0.566 -0.194 -4.807
H -2.651 3.255 1.647
C 2.451 0.004 0.428
H -1.625 -2.245 4.216
P 0.838 -1.008 0.546
P -1.667 0.763 -0.824
C -3.323 0.070 -0.468
H -3.891 -0.018 -1.409
C -2.146 1.832 -2.232
C 1.240 0.451 3.814
C 2.752 -0.247 -4.797
H 3.923 3.818 -4.004
H 1.281 -3.452 0.862
C 1.878 -2.554 0.658
C -2.190 1.655 2.938
H 3.861 2.642 -5.245
H -0.268 -4.420 1.458
C -1.778 -2.927 1.521
H 1.533 -0.565 3.507
C -0.190 0.695 3.600
H 1.487 3.716 -4.051
H 3.090 -1.410 -2.987
H -1.581 -1.547 -1.582
H -2.436 -2.482 2.301
H 5.448 1.685 -3.756
H -0.858 -0.479 -2.842
H 0.587 -2.198 -1.614
H -3.743 -1.242 3.249
H 1.313 0.884 -5.986
H -0.074 -1.684 4.865
C -1.127 -1.426 4.751
H -2.985 2.460 -1.908
C -0.056 3.051 2.550
H 2.340 1.023 0.812
H -3.509 -3.011 0.237
H -3.922 2.027 1.762
C 3.179 -0.404 -3.394
C -1.253 -0.146 4.007
H 2.426 -2.651 -0.277
C 0.482 -1.134 -1.328
C -0.906 -0.692 -1.757
C 1.394 0.523 -4.939
C 3.602 2.778 -4.192
H 4.651 2.428 -2.294
H 0.132 1.958 -3.945
H -2.173 -4.056 -0.282
C -0.791 -3.828 2.212
O -1.194 -1.841 0.867
H 1.291 -0.552 -1.821
H -3.819 0.759 0.227
H 2.766 0.119 -0.633
H -0.070 -3.251 2.792
C 1.182 1.641 -3.977
C 3.927 0.524 -2.704
C -2.723 -3.683 0.585
H 3.474 0.208 -5.509
H -2.428 1.235 -3.119
H -3.186 -4.532 1.095
H -4.161 -0.319 4.716
H 0.986 2.798 2.289
H 3.256 -0.571 0.908
H -1.593 -1.371 5.745
*
```

Here are the Mulliken charges for atoms 1 to 6, given in e: Au 0.4642; H 0.3537; H 0.4387; H -0.2944; H 0.3766; H 0.3765

B:
Molecular formula: C27H50AuOP2
Method: DFT, ωB97M-V/def2-TZVPD

Values from the calculation:
**Orbital gap (alpha / beta)**: 4.1980 / 4.0835 eV
**⟨S²⟩**: 2.024

```
! wB97M-V def2-TZVPD RIJCOSX def2/J DEFGRID3
* xyz 1 3
C -1.318 2.037 2.842
C 0.819 -0.885 4.086
H 3.659 -1.993 3.901
H 3.498 2.004 -1.291
C -0.968 3.527 2.818
C 1.700 -1.601 3.209
H -1.431 4.023 3.678
H 2.898 1.119 2.044
H 1.193 -2.359 -5.733
C -1.620 -1.443 -1.314
C 0.779 -1.338 -5.560
C -0.497 -1.390 3.877
C 1.427 -3.472 1.420
C -3.089 0.278 -0.159
C 3.159 -1.435 3.095
H -0.486 0.850 -2.270
H 3.462 0.258 -1.764
H 0.623 0.986 5.110
H -1.031 2.497 -5.270
C 0.866 1.675 -4.773
H 0.874 2.596 -4.167
C 2.299 1.777 1.404
H -1.194 -2.402 -0.997
H 0.895 -0.653 -6.410
H 1.134 2.522 -1.607
H -1.309 -3.443 1.206
C -1.439 0.597 -4.486
H 2.478 1.028 -3.503
H -3.366 2.300 2.177
H -1.343 4.002 1.905
H -0.522 1.163 -6.312
H 2.657 -1.302 -4.372
H -2.378 -2.251 2.009
H 2.274 0.342 5.074
H 2.326 -3.092 0.922
H 3.563 -1.815 2.143
O -0.761 1.339 1.790
H 0.108 3.727 2.876
H -0.868 1.687 3.792
H -3.644 -0.649 0.038
H 4.177 0.779 -0.202
H 1.423 2.151 1.948
H 2.914 2.604 1.027
H 3.461 -0.385 3.223
C 3.381 0.970 -0.936
C 0.919 -2.502 2.422
C 1.590 0.605 -3.995
Au 0.783 -1.361 -2.852
H 0.672 -3.718 0.661
H -2.615 -1.463 4.246
P -1.280 -0.127 -0.044
H -1.816 0.029 4.757
H -3.318 1.025 0.600
C 1.675 -0.756 -4.468
C 1.215 0.064 5.138
H 1.049 -0.379 6.131
H -1.610 -1.463 5.700
H -3.034 0.696 2.873
C -0.442 -2.383 2.847
C -1.690 -1.057 4.674
H -2.054 -3.816 2.773
C -0.583 1.488 -5.272
H -3.173 2.118 3.939
H -1.590 1.874 -1.266
C -0.661 1.273 -1.261
H -1.118 -1.772 -6.434
H -3.236 0.604 -1.212
H -2.513 -1.184 -4.285
H -1.335 -1.107 -2.332
H -2.697 -1.611 -1.448
H 1.470 1.956 -5.662
C -1.594 -3.005 2.176
H -2.219 1.152 -3.956
H 1.694 -4.434 1.896
H -0.893 -2.647 -4.962
C -1.558 -0.723 -4.592
C -0.741 -1.651 -5.399
C -2.817 1.766 2.963
C 0.592 2.021 -0.789
P 1.788 0.771 -0.031
H 0.356 2.788 -0.029
*
```

Here are the Mulliken charges for atoms 1 to 6, given in e: C 1.6819; C 0.7599; H 0.3945; H 0.4589; C -1.5098; C 0.4455

It is B that is the least stable of them.

A:
Molecular formula: C3H6O3
Method: DFT, ωB97M-V/def2-TZVPD

Values from the calculation:
**Orbital gap**: 10.3647 eV
**SMILES**: COC(=O)C=O.[H][H]

```
! wB97M-V def2-TZVPD RIJCOSX def2/J DEFGRID3
* xyz 0 1
H 2.384 0.732 -0.078
C -0.101 0.106 -0.045
C -1.375 0.107 0.808
H -1.620 -0.857 1.302
O -2.024 1.110 0.956
H -2.762 0.591 -1.251
O 0.031 0.582 -1.141
C 2.197 -0.315 0.174
H -2.787 -0.018 -1.672
H 2.334 -0.932 -0.716
O 0.867 -0.462 0.683
H 2.855 -0.644 0.979
*
```

Here are the Mulliken charges for atoms 1 to 6, given in e: H 0.2979; C 0.9099; C -0.2417; H 0.2878; O -0.3929; H -0.0958

B:
Molecular formula: C3H6O3
Method: DFT, ωB97M-V/def2-TZVPD

Values from the calculation:
**Orbital gap**: 11.1617 eV
**SMILES**: COC(=O)CO

```
! wB97M-V def2-TZVPD RIJCOSX def2/J DEFGRID3
* xyz 0 1
H -2.247 -1.156 -0.298
O 2.251 0.914 0.104
O -0.456 -0.659 0.621
H 0.732 2.178 -0.250
C -1.348 -1.639 0.093
H -0.863 -2.198 -0.710
C -0.025 0.239 -0.265
H 2.249 1.631 -0.546
C 0.901 1.257 0.353
H 0.720 1.472 1.403
O -0.324 0.253 -1.436
H -1.591 -2.291 0.931
*
```

Here are the Mulliken charges for atoms 1 to 6, given in e: H 0.2814; O -0.4470; O -0.3031; H 0.3288; C -0.5946; H 0.2859

C:
Molecular formula: C3H6O3
Method: DFT, ωB97M-V/def2-TZVPD

Values from the calculation:
**Orbital gap**: 9.8688 eV

```
! wB97M-V def2-TZVPD RIJCOSX def2/J DEFGRID3
* xyz 0 1
H -0.731 1.657 1.240
O 0.230 -1.701 0.679
O -2.051 0.662 0.070
H 1.268 0.147 1.443
C 1.172 -0.318 0.444
H 0.845 1.463 -0.755
H 1.403 -1.516 0.270
C 0.287 0.558 -0.442
C -0.933 1.015 0.360
O -0.161 -0.196 -1.540
H -0.205 -1.701 -0.195
H -1.126 -0.069 -1.573
*
```

Here are the Mulliken charges for atoms 1 to 6, given in e: H 0.3699; O -0.5161; O -0.4968; H 0.1790; C -0.6521; H 0.3234

D:
Molecular formula: C3H6O3
Method: DFT, ωB97M-V/def2-TZVPD

Values from the calculation:
**Orbital gap**: 11.0342 eV
**SMILES**: OC(O)O.C#C

```
! wB97M-V def2-TZVPD RIJCOSX def2/J DEFGRID3
* xyz 0 1
O 2.130 -0.726 0.800
H 0.440 0.272 1.075
H -0.872 0.838 -1.309
H -2.584 3.620 -1.745
C -2.039 2.734 -1.604
O 0.234 -1.726 1.615
H 2.476 -1.547 0.423
H 0.502 -1.556 2.524
C -1.417 1.726 -1.452
H 0.154 -1.925 -0.614
C 0.744 -0.739 0.770
O 0.234 -0.971 -0.483
*
```

Here are the Mulliken charges for atoms 1 to 6, given in e: O -0.4734; H 0.2853; H 0.3549; H 0.3859; C -0.2163; O -0.5318

It is C that is the least stable of them.